## i
Formula: C7H13N
Source: OMol25
Level of theory: the ωB97M-V functional and the def2-TZVPD basis

## Properties
LUMO energy (spin up / spin down)   -0.268 / -1.112 eV
Highest occupied orbital energy (spin up / spin down)   -8.5177 / -6.9488 eV
Frontier orbital gap (spin up / spin down)   8.2 / 5.8 eV

Element x y z (Å)
1 C -1.68 -0.88 -1.20
2 C 0.34 -0.25 2.14
3 C -0.97 -1.19 -0.06
4 C -0.35 0.13 0.85
5 C -1.16 1.23 0.83
6 N -0.53 -2.29 0.43
7 H -1.18 -3.07 0.25
8 H -2.01 0.11 -1.44
9 H 0.49 -0.07 -1.73
10 H -1.92 -1.66 -1.91
11 H -0.40 -0.58 2.88
12 H 1.02 -1.08 1.98
13 H 0.88 0.60 2.55
14 H -1.70 1.54 -0.05
15 H -1.29 1.85 1.70
16 C 1.46 0.26 -1.30
17 C 1.95 1.49 -1.57
18 H 1.31 2.30 -1.89
19 H 2.14 -0.55 -1.04
20 H 0.60 0.37 -0.01
21 H 2.99 1.74 -1.41


## ii
Formula: C7H13N
Source: OMol25
Level of theory: the ωB97M-V functional and the def2-TZVPD basis

## Properties
LUMO energy   1.102 eV
Highest occupied orbital energy   -9.3151 eV
Frontier orbital gap   10.4 eV
SMILES string   C1C[C@H]2CC[C@H](C1)N2

Element x y z (Å)
1 C -1.91 -0.03 -0.03
2 C -1.26 1.41 0.11
3 C 0.15 0.80 0.15
4 C 1.64 1.08 -0.07
5 C 1.77 -0.52 -0.41
6 C 0.53 -1.21 0.46
7 C -0.95 -1.31 -0.33
8 N 0.14 -0.16 1.33
9 H -2.46 -0.41 0.89
10 H -2.57 0.06 -0.97
11 H -1.35 1.95 -0.84
12 H -1.72 1.99 0.85
13 H 0.14 0.15 -0.80
14 H 1.79 1.61 -0.97
15 H 2.26 1.58 0.75
16 H 1.64 -0.54 -1.63
17 H 2.72 -0.97 -0.03
18 H 0.66 -2.11 1.11
19 H -0.81 -1.26 -1.43
20 H -1.47 -2.28 0.04
21 H 1.05 0.16 1.83


Which structure is the least stable? The one labeled i.


## i
Formula: C9H13N3
Source: OMol25
Level of theory: the ωB97M-V functional and the def2-TZVPD basis

## Properties
LUMO energy (spin up / spin down)   0.788 / 0.209 eV
Highest occupied orbital energy (spin up / spin down)   -8.4740 / -7.3229 eV
Frontier orbital gap (spin up / spin down)   9.3 / 7.5 eV

Element x y z (Å)
1 C -2.23 1.21 -0.76
2 C -1.63 0.30 -1.49
3 C -2.50 1.00 0.65
4 C -1.74 0.34 1.54
5 C -1.09 -0.95 -1.09
6 C -0.44 -1.10 0.07
7 C -0.37 -0.04 1.15
8 C -0.10 -2.45 0.67
9 C 2.55 1.58 -0.73
10 N 0.66 0.34 1.64
11 N 2.54 0.13 -0.63
12 N 2.48 -0.53 0.49
13 H -2.47 2.23 -1.16
14 H -1.59 0.50 -2.59
15 H -3.37 1.53 1.01
16 H -2.01 0.11 2.55
17 H -1.22 -1.65 -1.92
18 H -0.90 -2.74 1.30
19 H 0.75 -2.21 1.28
20 H 0.19 -3.36 0.20
21 H 2.35 1.90 -1.74
22 H 1.79 2.16 -0.14
23 H 3.49 1.85 -0.31
24 H 1.89 -0.14 -1.29
25 H 2.99 -0.01 1.28


## ii
Formula: C9H13N3
Source: OMol25
Level of theory: the ωB97M-V functional and the def2-TZVPD basis

## Properties
LUMO energy   0.912 eV
Highest occupied orbital energy   -7.7956 eV
Frontier orbital gap   8.7 eV
SMILES string   Cc1ccc(/N=N/N(C)C)cc1

Element x y z (Å)
1 C 4.53 0.38 0.25
2 C 3.08 0.06 -0.06
3 C 2.18 1.11 -0.04
4 C 0.76 0.89 -0.05
5 C 0.40 -0.48 -0.30
6 N -1.02 -0.92 -0.28
7 N -1.85 -0.07 -0.61
8 N -3.14 -0.06 -0.27
9 C -3.56 -1.05 0.79
10 C -3.82 1.20 -0.38
11 C 1.31 -1.52 -0.51
12 C 2.65 -1.22 -0.26
13 H 4.97 0.84 -0.65
14 H 4.52 1.17 1.02
15 H 5.21 -0.45 0.53
16 H 2.51 2.16 0.15
17 H -0.12 1.55 0.11
18 H -3.05 -2.03 0.49
19 H -3.22 -0.70 1.75
20 H -4.62 -1.07 0.80
21 H -3.33 1.88 -1.02
22 H -3.83 1.70 0.61
23 H -4.85 1.12 -0.76
24 H 0.94 -2.48 -0.81
25 H 3.34 -2.00 -0.50


Which structure is the least stable? The one labeled i.


## i
Formula: C4H8O3
Source: OMol25
Level of theory: the ωB97M-V functional and the def2-TZVPD basis

## Properties
LUMO energy   0.874 eV
Highest occupied orbital energy   -10.2926 eV
Frontier orbital gap   11.2 eV
SMILES string   C[C@@H](O)COC=O

Element x y z (Å)
1 C -1.56 1.06 -0.79
2 C -0.39 0.56 0.04
3 O -0.75 0.67 1.39
4 C -0.02 -0.89 -0.33
5 O 1.39 -1.10 -0.55
6 C 2.17 -0.92 0.50
7 O 1.82 -0.58 1.61
8 H -2.43 0.41 -0.67
9 H -1.28 1.10 -1.85
10 H -1.83 2.07 -0.47
11 H 0.50 1.18 -0.18
12 H 0.01 0.34 1.90
13 H -0.47 -1.20 -1.28
14 H -0.37 -1.56 0.46
15 H 3.22 -1.13 0.23


## ii
Formula: C4H8O3
Source: OMol25
Level of theory: the ωB97M-V functional and the def2-TZVPD basis

## Properties
LUMO energy   0.681 eV
Highest occupied orbital energy   -10.5637 eV
Frontier orbital gap   11.2 eV

Element x y z (Å)
1 C -1.15 1.12 -1.03
2 C -0.76 0.66 0.37
3 O -1.82 0.25 1.17
4 C 0.17 -0.51 0.47
5 O 1.20 -0.48 -0.48
6 C 2.43 -0.93 -0.12
7 O 2.77 -1.23 0.99
8 H -1.70 0.32 -1.55
9 H -0.27 1.38 -1.63
10 H -1.80 1.99 -0.97
11 H -0.10 1.41 0.85
12 H -1.77 -0.83 0.98
13 H -0.83 -1.54 0.48
14 H 0.57 -0.64 1.48
15 H 3.07 -0.98 -1.01


Which structure is the least stable? The one labeled ii.


## i
Formula: C6H10O3
Source: OMol25
Level of theory: the ωB97M-V functional and the def2-TZVPD basis

## Properties
LUMO energy   0.502 eV
Highest occupied orbital energy   -7.7358 eV
Frontier orbital gap   8.2 eV

Element x y z (Å)
1 C 0.13 1.92 0.78
2 C 1.30 0.08 -0.68
3 C -0.90 0.89 0.91
4 C -1.04 0.00 -0.37
5 C 2.50 -0.90 -0.68
6 C -2.01 -1.21 -0.20
7 O 0.21 -0.65 -0.57
8 O 1.03 1.82 1.76
9 O -1.33 0.68 -1.50
10 H -0.62 0.08 1.73
11 H -1.86 1.33 1.18
12 H 2.67 -0.82 0.48
13 H 3.42 -0.49 -1.13
14 H 2.16 -1.94 -0.89
15 H -3.02 -0.95 -0.13
16 H -1.77 -1.69 0.67
17 H -1.94 -1.83 -1.12
18 H 1.86 2.24 1.43
19 H -0.78 1.43 -1.68


## ii
Formula: C6H10O3
Source: OMol25
Level of theory: the ωB97M-V functional and the def2-TZVPD basis

## Properties
LUMO energy (spin up / spin down)   0.707 / 0.710 eV
Highest occupied orbital energy (spin up / spin down)   -6.4990 / -7.1955 eV
Frontier orbital gap (spin up / spin down)   7.2 / 7.9 eV

Element x y z (Å)
1 C 2.60 -0.01 -1.29
2 C 2.46 0.32 -0.13
3 C -0.63 1.20 -1.00
4 C -0.91 -1.58 -1.01
5 C -0.67 0.46 2.83
6 C -0.01 -0.29 0.76
7 O -0.24 1.07 0.34
8 O 0.17 -1.39 -0.07
9 O -0.29 -0.51 1.98
10 H 2.41 -0.62 -2.10
11 H -1.64 0.84 -1.00
12 H 0.00 0.55 -1.55
13 H -0.54 2.22 -1.31
14 H -0.84 -1.21 -1.97
15 H -1.81 -1.14 -0.58
16 H -1.05 -2.66 -1.09
17 H -0.91 1.41 2.54
18 H 2.42 1.00 0.74
19 H -0.52 0.35 3.90


## iii
Formula: C6H10O3
Source: OMol25
Level of theory: the ωB97M-V functional and the def2-TZVPD basis

## Properties
LUMO energy   0.702 eV
Highest occupied orbital energy   -9.4592 eV
Frontier orbital gap   10.2 eV
SMILES string   C[C@H]1CC(=O)[C@@]1(O)CO

Element x y z (Å)
1 C -0.55 1.47 -1.24
2 C -0.48 0.00 -0.90
3 C 0.72 -0.82 -1.46
4 C 0.77 -1.54 -0.13
5 O 1.18 -2.60 0.24
6 C -0.11 -0.47 0.54
7 O -1.30 -1.08 1.37
8 C 0.69 0.47 1.43
9 O -0.40 1.23 1.88
10 H 0.37 2.00 -0.95
11 H -0.70 1.59 -2.33
12 H -1.40 1.95 -0.74
13 H -1.42 -0.50 -1.17
14 H 0.56 -1.45 -2.35
15 H 1.62 -0.21 -1.61
16 H -0.93 -1.63 2.07
17 H 1.17 -0.09 2.24
18 H 1.39 1.09 0.86
19 H -1.16 0.59 2.24


Which structure is the least stable? The one labeled ii.


## i
Formula: C6H10O3
Source: OMol25
Level of theory: the ωB97M-V functional and the def2-TZVPD basis

## Properties
LUMO energy   0.684 eV
Highest occupied orbital energy   -8.8015 eV
Frontier orbital gap   9.5 eV
SMILES string   C=C(O)C[C@H](C)C(=O)O

Element x y z (Å)
1 C 1.94 -0.24 0.67
2 C 1.49 0.53 -0.38
3 O 1.82 0.27 -1.66
4 C 0.23 1.31 -0.25
5 C -0.82 0.17 -0.36
6 C -2.20 0.64 0.09
7 C -0.30 -1.05 0.61
8 O -0.71 -1.16 1.74
9 O -0.07 -2.15 -0.18
10 H 2.78 -0.91 0.51
11 H 1.83 0.14 1.67
12 H 2.46 -0.46 -1.69
13 H 0.12 2.02 -1.07
14 H 0.16 1.77 0.73
15 H -0.85 -0.20 -1.38
16 H -2.16 0.98 1.13
17 H -2.91 -0.18 0.03
18 H -2.53 1.48 -0.52
19 H -0.27 -2.94 0.33


## ii
Formula: C6H10O3
Source: OMol25
Level of theory: the ωB97M-V functional and the def2-TZVPD basis

## Properties
LUMO energy (spin up / spin down)   0.007 / 0.431 eV
Highest occupied orbital energy (spin up / spin down)   -7.5225 / -7.9862 eV
Frontier orbital gap (spin up / spin down)   7.5 / 8.4 eV

Element x y z (Å)
1 C -0.27 0.07 -0.28
2 C -0.03 0.97 -1.45
3 C 2.08 -0.59 0.47
4 C -1.88 0.98 0.89
5 C 2.44 -1.61 -0.29
6 C -3.05 0.38 0.79
7 O 0.28 0.23 0.86
8 O -0.68 -1.17 -0.65
9 O 2.91 0.10 1.27
10 H -0.77 -1.69 0.17
11 H 2.37 0.64 1.85
12 H -1.64 1.89 1.43
13 H -0.30 2.00 -1.22
14 H 1.03 0.98 -1.73
15 H -0.59 0.66 -2.33
16 H 3.44 -2.04 -0.21
17 H 1.77 -2.07 -1.01
18 H -3.94 0.78 1.27
19 H -3.19 -0.51 0.19


Which structure is the least stable? The one labeled ii.